1.
C7H7N2S as an isolated structure, computed with the ωB97M-V functional and the def2-TZVPD basis.

Last column: natural (NBO) charge in e.
Positions of all 17 atoms, in Å:
C1 -0.628 -3.119 1.075  0.12
C2 0.143 -2.458 0.227  0.23
N1 0.725 -0.099 -0.940  -0.50
C3 0.262 0.118 0.417  -0.09
C4 0.832 -1.268 -1.511  0.38
C5 0.546 -1.231 1.178  -0.35
H1 0.575 0.616 -1.618  0.43
H2 0.906 0.868 0.993  0.26
H3 0.904 -1.201 -2.551  0.22
C6 -1.150 0.779 0.544  -0.67
H4 -1.261 1.489 1.466  0.26
S1 -0.431 -1.521 2.804  0.53
H5 -2.164 0.115 0.515  0.25
C7 -1.080 -3.005 2.300  -0.13
N2 0.423 -2.425 -1.057  -0.47
H6 1.636 -1.437 1.275  0.28
H7 -1.361 1.401 -0.293  0.24

Force components x, y, z for each atom (eV/Å):
-1.204 -0.631 3.303
0.020 2.347 -0.366
-0.135 0.504 0.700
0.186 0.596 2.586
-1.792 -0.137 -0.090
-0.396 -0.792 -0.971
0.293 0.995 -0.092
-0.321 -0.946 -1.266
0.958 -0.119 -1.593
-2.587 -0.875 1.511
0.491 -1.600 -1.572
0.500 -0.407 -0.747
2.755 0.883 0.322
0.740 0.131 -2.148
0.671 -1.340 0.845
-0.512 0.624 0.455
0.334 0.767 -0.877

lowest unoccupied orbital energy = -0.2161 Eh
HOMO-LUMO gap = 7.9 eV
charge = +1
M = 151.2 g/mol
multiplicity = 1



2.
C7H7N3 as an isolated structure, computed with the ωB97M-V functional and the def2-TZVPD basis.

Last column: natural (NBO) charge in e.
Positions of all 17 atoms, in Å:
H1 0.916 1.713 2.744  0.19
H2 2.265 0.741 0.378  0.23
C1 -1.300 0.034 0.621  0.14
H3 2.583 0.042 -2.347  0.37
N1 -2.086 0.524 1.587  -0.35
H4 -0.557 -1.540 -2.521  0.24
C2 0.135 0.504 0.894  -0.16
H5 -2.373 -1.018 -0.917  0.21
N2 -1.406 1.133 2.575  -0.26
C3 1.248 0.178 0.064  -0.21
C4 -1.487 -0.627 -0.667  -0.23
C5 0.898 -0.403 -1.245  0.12
C6 -0.142 1.144 2.123  -0.01
H6 2.824 -1.359 -1.597  0.36
C7 -0.475 -0.856 -1.515  -0.20
N3 1.927 -0.741 -2.092  -0.85
H7 -2.972 0.530 1.917  0.42

Force components x, y, z for each atom (eV/Å):
-4.003 -1.781 -1.577
-2.174 -1.911 -1.137
3.510 -0.023 -3.374
-1.581 -0.410 0.135
2.751 0.068 0.305
-0.089 2.029 2.682
-4.271 -1.437 0.357
-3.468 -1.242 -0.766
3.486 0.731 -1.005
-1.137 1.631 -1.441
1.167 1.619 3.094
-0.400 0.675 4.738
4.150 2.311 3.075
-3.822 1.674 -1.326
3.599 -1.035 -2.444
6.092 -1.868 -0.926
-3.809 -1.029 -0.390

lowest unoccupied orbital energy = 0.0167 Eh
HOMO-LUMO gap = 8.7 eV
charge = 0
M = 133.2 g/mol
multiplicity = 1



3.
One molecule with the formula C7H7N5OS, computed with the ωB97M-V functional and the def2-TZVPD basis.

Last column: natural (NBO) charge in e.
Positions of all 21 atoms, in Å:
H1 -0.369 -0.101 2.679  0.23
C1 0.901 0.913 0.024  0.61
C2 -0.722 -0.335 -1.197  0.29
H2 2.197 2.047 0.932  0.53
H3 -1.177 -1.630 2.786  0.22
H4 0.929 -1.650 1.263  0.23
C3 -0.930 -0.840 2.105  -0.62
N1 0.247 2.579 -2.945  -0.32
C4 -0.795 -2.480 0.186  -0.52
N2 0.060 -0.226 -0.046  -0.41
O1 1.717 1.189 1.097  -0.66
H5 -1.396 -3.151 0.811  0.25
C5 0.931 1.797 -1.010  -0.14
H6 -1.877 -0.377 1.756  0.23
S1 -1.831 -1.692 -1.161  0.31
N3 1.620 2.971 -1.236  -0.27
N4 1.233 3.382 -2.400  0.00
N5 -0.737 0.471 -2.189  -0.44
C6 0.081 1.586 -2.135  0.31
H7 -0.006 -3.130 -0.238  0.23
C7 -0.075 -1.324 0.918  -0.04

Force components x, y, z for each atom (eV/Å):
-0.092 0.145 -0.053
0.936 0.226 1.161
0.012 0.479 -0.239
-0.758 -1.023 -0.208
-0.054 -0.617 0.229
-0.590 0.252 -0.271
0.151 0.860 -0.389
0.384 0.752 -1.240
0.763 -0.190 -0.974
1.652 1.770 -0.473
-0.926 -0.850 -0.526
-0.003 0.670 0.083
-0.925 -0.324 -0.849
0.574 -0.290 0.076
0.914 -0.630 1.038
0.048 -0.617 0.099
-0.775 -0.453 0.421
-0.088 0.654 -0.556
0.158 -1.012 1.645
-0.576 0.334 -0.294
-0.803 -0.136 1.319

lowest unoccupied orbital energy = -0.0054 Eh
HOMO-LUMO gap = 9.1 eV
charge = 0
M = 209.2 g/mol
SMILES = C[C@H]1CSc2nc3nnnc-3c(O)n21
multiplicity = 1



4.
C7H7NO11P2Pb as an isolated structure, computed with the ωB97M-V functional and the def2-TZVPD basis.

Last column: Löwdin charge in e.
Positions of all 29 atoms, in Å:
C1 2.229 -0.107 -1.598  -0.15
H1 5.236 -0.525 -0.141  0.14
C2 3.578 -0.417 -1.500  0.07
C3 4.184 -0.303 -0.258  0.03
P1 -3.868 1.289 1.170  0.29
O1 1.423 0.732 2.973  0.23
O2 2.147 -0.587 -3.899  0.20
H2 -4.041 -3.032 0.208  0.14
C4 2.084 0.375 0.641  -0.15
N1 1.511 0.287 -0.555  0.07
O3 -1.690 -0.853 -0.190  -0.33
O4 -0.029 1.116 1.395  -0.04
C5 1.438 -0.188 -2.875  -0.45
H3 1.598 -0.626 -4.702  0.17
O5 0.257 0.102 -2.909  -0.03
O6 -1.992 -2.290 1.776  0.06
H4 4.130 -0.733 -2.374  0.14
P2 -2.728 -1.346 0.758  0.30
O7 -3.944 -2.070 0.145  0.00
Pb1 -0.834 1.282 -0.872  1.70
H5 2.322 0.419 3.147  0.14
O8 -2.780 2.040 0.507  -0.35
C6 1.103 0.780 1.712  -0.42
H6 3.899 0.185 1.807  0.13
O9 -4.255 2.054 2.476  0.07
O10 -5.136 0.949 0.346  -0.01
H7 -5.905 1.538 0.372  0.14
O11 -3.360 -0.165 1.603  -0.18
C7 3.426 0.095 0.838  0.06

Force components x, y, z for each atom (eV/Å):
0.041 -0.030 -0.028
0.002 0.004 0.001
-0.003 -0.002 -0.020
-0.031 0.008 0.026
0.272 0.253 -0.072
0.050 0.049 0.031
-0.046 -0.002 -0.006
0.064 -0.028 -0.098
0.010 -0.005 0.064
-0.018 0.036 -0.004
-0.146 0.111 -0.018
0.037 0.113 0.152
0.084 0.003 0.052
0.018 -0.009 -0.020
0.002 -0.032 -0.054
0.012 -0.003 0.003
0.005 -0.006 0.008
0.245 0.122 0.005
-0.097 0.013 0.127
0.106 -0.062 -0.043
0.009 0.008 0.015
-0.271 -0.160 -0.001
-0.097 -0.124 -0.129
-0.001 0.003 -0.001
-0.056 -0.027 0.084
-0.114 -0.082 0.168
0.039 0.080 -0.084
-0.141 -0.192 -0.114
0.026 -0.038 -0.042

lowest unoccupied orbital energy (spin up / spin down) = -0.3789 / -0.3665 Eh
HOMO-LUMO gap (spin up / spin down) = 7.0 / 7.4 eV
charge = +2
M = 550.3 g/mol
multiplicity = 1



5.
A 2-piece molecular cluster, C7H7NO2 overall, computed with the ωB97M-V functional and the def2-TZVPD basis.

Last column: natural (NBO) charge in e.
Positions of all 17 atoms, in Å:
H1 -0.019 -1.520 2.505  0.23
H2 0.532 -0.716 -1.584  0.24
H3 0.870 -3.815 1.390  0.23
C1 0.244 -1.741 1.490  -0.05
H4 -1.507 3.696 -1.299  0.25
C2 -0.444 1.879 -1.115  0.61
C3 -0.264 0.508 0.729  0.63
C4 0.879 -2.600 -0.483  -0.28
C5 0.538 -1.306 -0.692  -0.03
O1 -0.220 1.430 -2.187  -0.51
N1 0.144 -0.759 0.514  -0.46
H5 1.227 -3.304 -1.210  0.23
C6 -0.838 3.192 -0.599  -0.77
C7 0.690 -2.876 0.905  -0.27
H6 0.068 3.789 -0.491  0.26
O2 -0.598 1.051 1.745  -0.58
H7 -1.300 3.093 0.382  0.27

Force components x, y, z for each atom (eV/Å):
-0.045 0.075 0.132
-0.019 0.159 -0.150
0.008 -0.127 0.157
-0.016 -0.225 0.461
0.047 -0.058 -0.017
0.755 -3.082 1.072
-0.858 3.574 -2.060
-0.056 0.150 0.069
0.133 -0.100 -0.556
-0.323 0.800 0.849
0.185 -0.779 0.388
0.070 -0.057 -0.292
-0.259 0.427 0.139
-0.052 0.127 0.077
0.073 0.010 0.025
0.304 -0.835 -0.284
0.053 -0.057 -0.010

lowest unoccupied orbital energy = 0.0279 Eh
HOMO-LUMO gap = 9.0 eV
charge = 0
M = 137.1 g/mol
multiplicity = 1



6.
One molecule with the formula C7H7NO3, computed with the ωB97M-V functional and the def2-TZVPD basis.

Last column: natural (NBO) charge in e.
Positions of all 18 atoms, in Å:
O1 -2.193 -0.031 -0.604  -0.38
C1 1.656 1.060 -0.300  -0.23
C2 -0.030 -0.585 -0.181  0.03
H1 -0.228 1.882 1.674  0.46
C3 0.899 -1.560 0.130  -0.16
H2 1.970 2.081 -0.434  0.22
C4 -0.543 1.920 -0.285  -0.09
H3 -1.419 1.845 -1.044  0.23
C5 0.369 0.761 -0.484  -0.01
H4 0.106 2.791 -0.508  0.16
O2 -1.088 1.977 1.037  -0.69
H5 0.484 -2.588 0.204  0.25
H6 3.026 -1.958 0.352  0.23
H7 3.685 0.401 0.202  0.22
C6 2.576 0.066 -0.069  -0.16
C7 2.239 -1.203 0.244  -0.23
O3 -1.794 -2.029 0.333  -0.36
N1 -1.433 -0.935 -0.130  0.51

Force components x, y, z for each atom (eV/Å):
1.071 -3.393 1.346
1.932 0.193 -1.115
1.058 0.592 -0.206
-3.182 0.397 -2.087
-1.222 -0.911 -0.318
0.193 0.165 0.156
-1.836 0.926 -2.249
1.566 0.698 1.610
-2.662 -1.597 2.312
-0.762 0.037 0.163
3.531 -0.488 1.578
0.702 0.807 0.327
-0.478 0.292 0.389
-2.331 -0.775 -1.109
4.239 1.803 2.053
-0.015 -1.806 -1.033
0.550 2.126 -0.862
-2.354 0.934 -0.956

lowest unoccupied orbital energy = -0.0339 Eh
HOMO-LUMO gap = 9.3 eV
charge = 0
M = 153.1 g/mol
SMILES = O=[N+]([O-])c1ccccc1CO
multiplicity = 1



7.
One molecule with the formula C7H7NO4, computed with the ωB97M-V functional and the def2-TZVPD basis.

Last column: natural (NBO) charge in e.
Positions of all 19 atoms, in Å:
N1 -2.059 -1.403 -1.526  -0.31
H1 -1.014 1.565 2.025  0.18
O1 0.011 -2.275 -1.883  -0.67
H2 -1.707 -2.824 -2.858  0.51
C1 -0.242 -0.481 -0.343  -0.19
O2 3.040 1.034 0.370  -0.63
H3 1.717 -0.788 -1.340  0.28
C2 1.742 0.747 0.464  0.28
H4 3.079 1.622 1.039  0.48
H5 -2.741 -0.772 -1.232  0.39
C3 1.175 -0.203 -0.376  -0.19
H6 -1.869 -0.110 1.032  0.21
O3 -2.564 -2.344 -2.488  -0.56
C4 -1.031 0.162 0.615  -0.19
C5 -0.493 1.114 1.425  -0.22
C6 -0.694 -1.428 -1.223  0.60
O4 1.554 2.344 2.147  -0.66
H7 1.172 2.662 2.770  0.46
C7 0.925 1.378 1.381  0.23

Force components x, y, z for each atom (eV/Å):
2.501 -2.527 -1.149
-5.512 4.687 6.619
-1.662 2.141 1.852
-1.777 1.613 1.404
3.454 2.638 3.050
-0.142 -2.535 -2.788
-1.106 1.855 3.210
-1.110 -1.705 -1.287
1.718 3.637 3.603
-0.985 1.013 0.396
-1.050 -1.623 -3.217
-5.238 -1.960 0.727
2.285 -0.089 0.153
4.427 1.027 -1.302
8.701 -3.501 -5.820
-2.128 -4.822 -5.369
7.834 -6.566 -12.578
-7.921 5.814 11.923
-2.290 0.904 0.573

lowest unoccupied orbital energy = 0.0059 Eh
HOMO-LUMO gap = 9.0 eV
charge = 0
M = 169.1 g/mol
SMILES = O=C(NO)c1ccc(O)c(O)c1
multiplicity = 1



8.
One molecule with the formula C7H7NOS, computed with the ωB97M-V functional and the def2-TZVPD basis.

Last column: natural (NBO) charge in e.
Positions of all 17 atoms, in Å:
S1 -2.128 -0.983 -0.814  0.60
C1 1.216 1.123 -0.765  0.58
C2 -0.243 -0.210 0.561  -0.04
H1 -1.022 0.217 -2.694  0.27
H2 0.084 1.223 2.039  0.22
C3 1.845 0.788 0.644  -0.53
H3 -1.736 -1.590 1.484  0.27
H4 2.430 1.642 1.094  0.24
O1 1.894 1.706 -1.657  -0.53
H5 1.958 -0.313 2.823  0.35
C4 -1.025 -0.069 -1.637  -0.42
C5 -0.083 0.370 -0.715  -0.21
N1 0.978 -0.733 2.543  -0.81
H6 1.170 -1.617 1.968  0.35
C6 0.669 0.354 1.511  -0.08
C7 -1.296 -1.087 0.586  -0.49
H7 2.673 0.032 0.645  0.24

Force components x, y, z for each atom (eV/Å):
-2.186 -1.689 -2.325
3.355 0.237 -1.326
-1.455 -0.052 -1.854
-0.447 -0.320 0.542
1.507 -1.356 -0.707
1.043 1.780 0.586
0.551 0.511 -1.089
-0.890 -0.316 -0.637
-3.131 -1.797 2.596
-2.190 -1.967 0.050
1.371 1.868 -0.154
0.611 0.078 -1.261
2.923 1.633 -0.940
-0.033 1.641 1.077
-0.291 -0.640 2.721
0.362 0.349 3.366
-1.100 0.041 -0.646

lowest unoccupied orbital energy = -0.0015 Eh
HOMO-LUMO gap = 9.4 eV
charge = 0
M = 153.2 g/mol
SMILES = N[C@H]1CC(=O)c2cscc21
multiplicity = 1



no.,total energy (Eh),maximum force (eV/Å)
1,-778.17424,3.572
2,-435.06644,6.439
3,-1018.10857,2.466
4,-2028.54597,0.379
5,-476.09393,4.213
6,-551.26152,5.044
7,-626.48705,16.208
8,-799.06307,4.447